Entry 1:
A single C6H6 molecule in a non-equilibrium geometry. Source: the Open Molecules 2025 dataset; level of theory: ωB97M-V/def2-TZVPD.

Summary:
HOMO energy (alpha / beta)   -7.5 / -8.2 eV
ΔE to the lowest compared entry with this formula, charge and spin   6.894 eV
DFT total energy   -6312.30643 eV
HOMO-LUMO gap (alpha / beta)   7.04 / 7.79 eV

```
12
Properties=species:S:1:pos:R:3:forces:R:3:lowdin_charge:R:1
C 2.3850 1.2213 0.6879 0.048 0.012 0.012 -0.103
C 1.1075 0.7865 0.1291 -0.280 -0.101 -0.097 -0.059
C 0.0555 0.4131 -0.3395 0.132 0.028 0.003 -0.031
C -1.1675 -0.0233 -0.9012 0.904 0.449 -0.358 -0.132
C -1.7913 -1.2268 -0.5443 -0.440 -0.059 0.258 -0.321
C -1.9355 -2.4837 -0.2969 0.006 0.451 0.141 0.102
H 2.6052 0.6827 1.6150 -0.047 0.071 -0.133 0.080
H 3.1996 1.0245 -0.0174 -0.120 0.024 0.092 0.081
H 2.3765 2.2941 0.9053 -0.019 -0.158 -0.037 0.079
H -1.7080 0.6644 -1.5474 0.086 -0.126 0.080 0.109
H -2.5711 -0.4400 -0.1748 -0.322 -0.546 0.232 0.178
H -2.5561 -2.9126 0.4842 0.052 -0.044 -0.194 0.019
```
Forces are in eV/Å.

Entry 2:
A single CH3BrN2 molecule in a non-equilibrium geometry. Source: the Open Molecules 2025 dataset; level of theory: ωB97M-V/def2-TZVPD.

Summary:
HOMO energy (alpha / beta)   -9.6 / -9.6 eV
SMILES   C/N=N/Br
ΔE to the lowest compared entry with this formula, charge and spin   0.500 eV
DFT total energy   -74105.82965 eV
HOMO-LUMO gap (alpha / beta)   8.85 / 8.85 eV

```
7
Properties=species:S:1:pos:R:3:forces:R:3:lowdin_charge:R:1
C -0.0654 -0.0812 -0.1859 -1.721 -1.768 1.316 -0.112
N 0.2162 -0.2369 -1.6025 1.243 -1.955 -1.533 -0.178
N 0.9799 -1.1083 -1.9639 -1.825 1.567 0.337 -0.248
Br 0.7008 -1.5278 -4.0318 0.325 0.441 0.990 0.265
H -0.5475 0.8883 -0.0006 -0.148 -0.569 -0.349 0.071
H 0.7492 -0.1532 0.5199 0.693 -0.248 -0.220 0.060
H -0.7879 -1.0222 0.0667 1.434 2.532 -0.541 0.142
```
Forces are in eV/Å.

Entry 3:
A single C6H7BrO3 molecule in a non-equilibrium geometry. Source: the Open Molecules 2025 dataset; level of theory: ωB97M-V/def2-TZVPD.

Summary:
HOMO energy   -8.1 eV
ΔE to the lowest compared entry with this formula, charge and spin   3.224 eV
DFT total energy   -82516.37919 eV
HOMO-LUMO gap   7.77 eV

```
17
Properties=species:S:1:pos:R:3:forces:R:3:lowdin_charge:R:1
C 0.5392 1.0912 0.0850 -0.700 -0.409 -1.737 -0.432
C -0.5092 0.9781 -0.8108 0.944 -1.202 1.988 -0.491
C 0.7882 0.1164 1.1266 -1.667 0.532 0.845 -0.389
C -1.1583 -1.3006 0.2662 1.617 3.323 1.024 -0.353
C 1.6324 2.0521 0.1716 2.573 3.084 -1.127 -0.124
C -0.7239 -2.0828 -0.9307 1.130 -2.515 2.067 0.019
O 1.5584 0.1470 2.0357 -0.356 -0.769 -0.934 0.153
O -0.3431 -0.8278 1.2678 -1.947 -2.093 -1.725 0.060
O -2.4401 -1.3917 0.5283 -0.697 1.267 2.160 0.124
Br -0.6193 2.2295 -2.2506 0.038 -0.254 0.394 0.606
H 1.6370 2.5945 1.1554 -0.353 -0.149 -0.917 0.093
H 1.6313 2.8523 -0.7332 0.055 -1.957 2.237 0.090
H 2.6544 1.5412 0.2494 -1.323 0.582 -0.608 0.103
H -0.1154 -2.9822 -0.5067 -0.795 1.404 -0.562 0.140
H -0.1078 -1.6253 -1.6730 0.114 0.663 -0.098 0.082
H -1.5989 -2.5504 -1.3279 -0.547 0.029 -0.585 0.083
H -2.8248 -0.8415 1.3470 1.914 -1.536 -2.423 0.234
```
Forces are in eV/Å.

Entry 4:
A molecular structure, C15H19BClN6O4PdS2 in a non-equilibrium geometry. Source: the Open Molecules 2025 dataset; level of theory: ωB97M-V/def2-TZVPD.

Summary:
⟨S²⟩   2.011
HOMO energy (alpha / beta)   -3.8 / -5.0 eV
ΔE to the lowest compared entry with this formula, charge and spin   0.000 eV
DFT total energy   -71348.82264 eV
Multiplicity   3
Total charge   -1
HOMO-LUMO gap (alpha / beta)   6.48 / 7.52 eV

```
49
Properties=species:S:1:pos:R:3:forces:R:3:lowdin_charge:R:1
Pd 0.3777 -0.1670 1.6994 -0.485 0.073 0.652 0.464
C -2.0028 2.8376 -0.4927 -0.361 0.104 0.206 -0.054
N -0.6918 2.4304 -0.9026 0.758 -0.379 0.052 -0.123
C -0.2049 2.3409 -2.1802 0.232 -0.022 -0.363 -0.049
C 1.1191 2.0724 -2.0714 -0.347 0.139 -0.520 -0.064
N 1.4580 2.0164 -0.7542 -0.413 0.192 0.206 0.007
B 2.9193 1.9038 -0.2238 -0.131 -0.185 0.100 -0.472
N 3.2483 0.3953 -0.1551 0.027 -0.306 0.380 -0.003
C 3.6482 -0.3659 -1.2101 0.294 -0.517 -0.316 -0.076
C 3.7861 -1.6503 -0.8002 0.142 0.119 -0.502 -0.059
N 3.4573 -1.6784 0.5260 -0.268 0.698 -0.236 -0.128
C 3.4237 -2.8109 1.4055 -0.115 -0.310 0.341 -0.065
C 3.0986 -0.4217 0.8984 0.916 -0.173 0.390 -0.761
S 2.7677 -0.0234 2.5180 -0.671 0.109 0.269 0.612
C 0.3379 2.1960 -0.0405 -0.339 0.759 0.008 -0.739
S 0.1286 2.3077 1.6396 0.040 -0.219 0.673 0.611
H -2.6374 2.9575 -1.3702 0.071 -0.042 -0.008 0.095
H -1.9349 3.7819 0.0553 -0.105 -0.085 -0.075 0.085
H -2.4264 2.0903 0.1797 0.014 0.131 -0.105 0.053
H -0.8299 2.4732 -3.0396 -0.098 -0.041 -0.153 0.114
H 1.8510 1.9264 -2.8371 0.122 -0.032 -0.180 0.116
H 2.9857 2.3943 0.8518 0.065 0.140 0.201 0.046
H 3.6349 2.4103 -1.0383 0.187 0.095 -0.301 0.070
H 3.8032 0.0671 -2.1763 0.027 0.028 -0.197 0.113
H 4.0667 -2.5331 -1.3378 0.006 -0.122 -0.096 0.112
H 3.8509 -3.6772 0.9031 0.022 0.062 -0.081 0.087
H 2.3904 -3.0255 1.6953 0.229 0.007 -0.023 0.029
H 3.9928 -2.5816 2.3102 -0.072 -0.100 -0.106 0.071
C -3.4743 0.3250 2.1280 0.053 -0.035 0.047 -0.011
C -2.9711 -0.2179 0.8430 -0.007 0.028 0.034 -0.383
N -1.7062 -0.4204 0.5613 0.376 0.086 0.347 0.101
C -1.6319 -0.8597 -0.7249 -0.468 -0.065 -0.301 -0.113
C -2.9098 -0.9255 -1.2440 0.583 0.031 0.100 -0.083
N -3.7400 -0.5153 -0.2284 0.080 -0.092 -0.153 0.177
C -3.4695 -1.2706 -2.5689 -0.023 0.036 -0.020 -0.534
O -2.6149 -1.5894 -3.4942 0.476 -0.088 0.033 0.088
O -4.6792 -1.2187 -2.7270 -0.036 -0.008 -0.017 0.049
C -0.2945 -1.1629 -1.3478 0.011 0.070 0.111 -0.572
O -0.3000 -1.5290 -2.5545 -0.390 -0.172 -0.553 0.015
O 0.7073 -1.0236 -0.6378 -0.028 0.060 0.149 -0.016
H -2.6103 0.6045 2.7328 -0.101 -0.001 -0.035 0.064
H -4.0699 -0.4160 2.6580 -0.036 -0.058 0.113 0.080
H -4.0976 1.2022 1.9574 -0.023 0.086 0.038 0.079
H -4.7431 -0.4726 -0.3332 0.089 0.021 0.029 0.166
H -1.5811 -1.5835 -3.1299 -0.332 0.080 0.100 0.070
Cl -0.0992 -2.7010 2.4496 -0.061 -0.816 -0.108 0.451
C -0.3286 -1.2660 3.4771 0.078 0.440 0.207 -0.652
H 0.3636 -1.3504 4.3185 -0.101 0.132 -0.222 -0.030
H -1.3677 -1.2756 3.8127 0.112 0.143 -0.114 -0.037
```
Forces are in eV/Å.

Entry 5:
2 unconnected molecules or ions with the total composition C3H7NO2 in a non-equilibrium geometry. Source: the Open Molecules 2025 dataset; level of theory: ωB97M-V/def2-TZVPD.

Summary:
HOMO energy   -9.1 eV
SMILES   C=CN.O=CO
ΔE to the lowest compared entry with this formula, charge and spin   2.169 eV
DFT total energy   -8808.35982 eV
HOMO-LUMO gap   9.95 eV

```
13
Properties=species:S:1:pos:R:3:forces:R:3:lowdin_charge:R:1
C -0.6877 1.7107 0.1218 -0.596 0.038 1.089 -0.004
C -1.0984 0.4605 0.2522 0.145 -0.157 -0.883 -0.305
N -1.8273 -0.0697 1.3605 0.030 0.139 0.522 -0.008
H -0.2921 2.1944 -0.7526 0.507 -0.349 -0.075 0.051
H -0.8599 2.2953 1.0181 -0.056 0.638 -0.206 0.051
H -0.8564 -0.2647 -0.5193 -0.400 -0.010 -0.115 0.080
H -1.5919 0.4316 2.2126 0.136 -0.004 -0.050 0.062
H -2.8228 0.1135 1.2446 0.165 -0.280 -0.226 0.073
O 1.8555 -0.0038 -1.1101 -0.010 -0.334 0.166 0.066
C 1.9198 -1.1738 -1.3533 -0.209 0.589 -0.206 -0.395
O 2.4524 -2.1193 -0.5621 -0.385 -0.728 -0.088 0.068
H 1.5264 -1.6039 -2.2903 0.371 -0.083 0.115 0.141
H 2.2825 -1.9708 0.3777 0.302 0.542 -0.043 0.120
```
Forces are in eV/Å.

Entry 6:
2 unconnected molecules or ions with the total composition C6H13N2 in a non-equilibrium geometry. Source: the Open Molecules 2025 dataset; level of theory: ωB97M-V/def2-TZVPD.

Summary:
HOMO energy (alpha / beta)   -11.2 / -11.2 eV
ΔE to the lowest compared entry with this formula, charge and spin   4.841 eV
DFT total energy   -9402.02680 eV
Total charge   +1
HOMO-LUMO gap (alpha / beta)   7.14 / 7.14 eV

```
21
Properties=species:S:1:pos:R:3:forces:R:3:lowdin_charge:R:1
C -1.9614 1.1623 -0.8778 0.067 -1.620 0.607 -0.014
C -1.7678 -0.2311 -0.8771 -1.353 3.119 -1.902 -0.214
C -1.7054 -1.0612 0.2452 3.403 -0.132 0.057 -0.165
C 1.0702 -0.7511 1.1613 -1.192 -3.871 -1.522 0.116
C 1.5415 1.3737 0.4426 1.600 3.929 -1.583 -0.034
C 2.1233 -0.5759 -0.9852 1.075 0.181 0.344 0.009
N 1.6500 -0.0514 0.2740 0.079 0.070 0.037 -0.205
N -2.5722 -1.3078 1.1328 -1.392 1.521 -2.823 0.168
H -2.0081 1.6598 -1.8614 0.311 -0.189 0.765 0.054
H -2.0696 1.8136 0.0550 0.032 -1.217 -1.381 0.079
H -1.5405 -0.6488 -1.8955 -0.342 0.087 1.204 0.116
H 0.7205 -1.8894 0.9662 1.395 2.886 0.638 0.163
H 0.7750 -0.2069 2.0068 -0.594 0.236 1.300 0.094
H 2.2852 1.9777 -0.2165 -1.049 -1.576 0.660 0.137
H 0.5549 1.6710 0.0408 0.403 -0.034 0.673 0.087
H 1.8199 1.8539 1.4193 -0.790 -1.327 -0.410 0.126
H 1.5994 -0.2840 -1.8346 -1.710 0.869 -1.093 0.091
H 3.1217 -0.2799 -1.2378 0.782 0.438 0.584 0.111
H 2.1240 -1.6149 -0.9566 -0.131 -1.882 0.239 0.086
H -3.5111 -0.9903 1.0381 -1.230 0.271 0.239 0.127
H -2.2496 -1.6192 1.9601 0.639 -1.760 3.369 0.068
```
Forces are in eV/Å.

> ΔE to the lowest compared entry with this formula, charge and spin of number 5 (C3H7NO2)?

2.169 eV

> Which of these has the lowest ΔE to the lowest compared entry with this formula, charge and spin?

C15H19BClN6O4PdS2

> ΔE to the lowest compared entry with this formula, charge and spin of number 2 (CH3BrN2)?

0.500 eV